(1)
This record from the OMol25 dataset describes C46H35N10O5SY as an isolated structure. The level of theory is ωB97M-V/def2-TZVPD.

Computed properties:
- HOMO: -7.02 eV
- Multiplicity: 1
- Frontier orbital gap: 0.22891 Eh

Last column: Mulliken charge in e.
Cartesian coordinates (Å):
Y 0.952 -0.575 -1.683  -0.55
O -2.498 1.565 -3.460  -0.79
C -1.587 1.145 -2.725  -1.05
N -0.328 0.849 -3.006  2.86
C 0.204 1.063 -4.308  -0.33
C -0.121 2.153 -5.104  -0.53
C 0.493 2.324 -6.339  -0.85
C 1.435 1.408 -6.774  -0.72
C 1.774 0.311 -5.990  -1.11
C 1.158 0.119 -4.754  0.06
N 1.342 -0.976 -3.896  0.88
C 1.887 -2.132 -4.289  -0.18
O 2.543 -2.408 -5.288  -0.77
C 1.525 -3.273 -3.335  0.66
C 1.914 -4.563 -3.650  -0.81
C 1.473 -5.609 -2.861  -0.64
C 0.643 -5.336 -1.783  -1.06
C 0.326 -4.016 -1.518  -0.61
N 0.772 -3.001 -2.259  1.39
C -1.973 0.838 -1.284  1.08
C -3.000 1.544 -0.674  -0.79
C -3.418 1.170 0.589  -0.86
C -2.835 0.059 1.185  -1.04
C -1.815 -0.584 0.512  -0.43
N -1.359 -0.185 -0.677  0.84
H -0.867 2.855 -4.760  0.49
H 0.232 3.176 -6.954  0.41
H 1.920 1.543 -7.733  0.41
H 2.503 -0.408 -6.325  0.57
H 2.531 -4.703 -4.526  0.59
H 1.754 -6.628 -3.093  0.42
H 0.242 -6.123 -1.160  0.48
H -0.330 -3.759 -0.694  0.50
H -3.460 2.357 -1.219  0.57
H -4.206 1.716 1.091  0.50
H -3.161 -0.305 2.149  0.57
H -1.337 -1.455 0.943  0.32
C -0.049 3.938 11.807  -0.84
O 0.087 4.741 10.647  -0.46
C 0.191 4.111 9.453  0.94
C 0.338 4.940 8.339  -0.57
C 0.454 4.397 7.081  -0.55
C 0.425 3.011 6.898  0.15
C 0.271 2.197 8.011  -0.81
C 0.155 2.732 9.288  -0.55
C 0.556 2.470 5.543  0.37
N 0.480 3.174 4.438  -0.82
C 0.661 2.271 3.422  0.89
C 0.849 1.006 3.918  0.14
N 0.779 1.143 5.285  -0.10
C 1.083 -0.135 3.094  0.71
C 1.328 -1.434 3.560  -1.21
C 1.578 -2.438 2.660  -1.17
C 1.558 -2.134 1.296  -0.59
N 1.290 -0.926 0.834  0.38
C 1.075 0.081 1.704  0.02
C 0.867 1.420 1.157  -0.30
N 0.884 1.553 -0.184  0.23
C 0.778 2.759 -0.703  -0.37
C 0.614 3.912 0.075  -1.17
C 0.549 3.789 1.439  -0.79
C 0.683 2.516 2.009  0.76
H -0.099 4.627 12.645  0.24
H 0.812 3.277 11.932  0.34
H -0.965 3.344 11.771  0.34
H 0.362 6.011 8.491  0.43
H 0.571 5.033 6.214  0.46
H 0.216 1.119 7.908  0.24
H 0.030 2.069 10.131  0.40
H 0.927 0.428 5.974  0.20
H 1.335 -1.640 4.624  0.43
H 1.793 -3.447 2.983  0.47
H 1.784 -2.892 0.555  0.62
H 0.808 2.818 -1.784  0.48
H 0.532 4.874 -0.410  0.48
H 0.408 4.643 2.088  0.58
N -4.216 -0.750 -2.581  -0.43
C -3.399 -1.799 -2.843  0.28
S -3.330 -3.081 -1.760  -0.44
N -2.704 -1.655 -3.992  -0.09
C -1.907 -2.564 -4.728  0.69
C -1.903 -3.940 -4.530  -0.39
C -1.110 -4.736 -5.348  -0.66
C -0.332 -4.186 -6.352  -0.72
C -0.350 -2.811 -6.548  -0.47
C -1.135 -2.006 -5.746  -0.56
H -4.644 -0.763 -1.672  0.26
H -4.038 0.152 -3.013  0.29
H -2.782 -0.744 -4.427  0.32
H -2.505 -4.377 -3.751  0.40
H -1.109 -5.808 -5.187  0.44
H 0.293 -4.816 -6.972  0.41
H 0.271 -2.358 -7.309  0.33
H -1.134 -0.931 -5.890  0.35
O 3.048 0.469 -1.684  -0.46
C 3.703 -0.588 -1.470  0.05
O 3.156 -1.696 -1.268  -0.46
H 4.803 -0.524 -1.464  0.40

(2)
This record from the OMol25 dataset describes one molecule with the formula C4H9NO3. The level of theory is ωB97M-V/def2-TZVPD.

Computed properties:
- Structure (SMILES): O=C(O)NCCCO
- HOMO: -9.80 eV
- Multiplicity: 1
- Frontier orbital gap: 0.38601 Eh

Last column: natural (NBO) charge in e.
Cartesian coordinates (Å):
O 0.843 -3.217 -0.314  -0.67
C 0.233 -2.208 -0.678  0.87
O -1.051 -2.406 -1.072  -0.70
N 0.767 -0.988 -0.593  -0.62
C 0.074 0.220 -0.978  -0.23
C 0.308 1.381 -0.020  -0.44
C -0.380 1.165 1.352  -0.06
O -0.894 2.302 2.024  -0.70
H -1.067 -3.307 -1.396  0.51
H 1.744 -0.901 -0.376  0.42
H 0.249 0.533 -2.043  0.19
H -0.986 -0.037 -1.145  0.23
H 1.379 1.450 0.224  0.19
H -0.002 2.249 -0.602  0.23
H -1.295 0.604 1.047  0.17
H 0.285 0.551 1.948  0.17
H -0.207 2.610 2.623  0.47

(3)
This record from the OMol25 dataset describes C5H9NO2 as an isolated structure. The level of theory is ωB97M-V/def2-TZVPD.

Computed properties:
- HOMO: -8.32 eV
- Multiplicity: 1
- Frontier orbital gap: 0.29646 Eh

Last column: natural (NBO) charge in e.
Cartesian coordinates (Å):
C 0.855 0.317 0.103  -0.05
C 0.917 0.750 1.533  -0.38
C -0.421 0.375 0.930  0.05
C -0.868 -0.988 -0.733  -0.14
C -0.135 0.312 -1.140  0.06
H 2.538 -0.910 0.454  0.39
H 0.943 -1.760 0.347  0.39
H 1.071 1.766 1.769  0.21
H 1.341 0.165 2.557  0.26
H -1.180 1.083 0.844  0.21
H -2.024 -1.454 -1.252  0.24
H -0.056 -1.981 -0.937  0.20
H 0.365 -0.004 -2.179  0.19
H -0.371 2.362 -0.872  0.44
N 1.577 -0.941 0.040  -0.85
O -0.909 -0.957 0.756  -0.55
O -1.060 1.297 -1.402  -0.66

Respective calculated total energy values: -85297.037; -11926.426; -10906.166 eV.
Respective E_LUMO values: -0.79; 0.70; -0.26 eV.
Respective ΔE to the lowest compared entry with this formula, charge and spin values: 0.0; 25.7; 240.0 kcal per mole.